[1]
{
  "formula": "C10H17O11Sr",
  "method": "wB97M-V/def2-TZVPD",
  "species": ["Sr", "C", "C", "O", "O", "H", "H", "H", "C", "C", "O", "O", "H", "H", "H", "C", "C", "O", "O", "H", "H", "H", "C", "C", "O", "O", "H", "H", "H", "C", "C", "O", "O", "H", "H", "H", "O", "H", "H"],
  "positions_angstrom": [[9.954, -16.257, -5.938], [13.513, -16.459, -3.276], [12.123, -16.692, -2.726], [11.118, -16.514, -3.478], [12.003, -17.140, -1.596], [14.256, -16.138, -2.546], [13.571, -15.668, -4.024], [13.831, -17.428, -3.663], [14.161, -15.080, -7.084], [12.725, -15.486, -6.851], [11.838, -14.610, -6.544], [12.339, -16.727, -6.957], [14.714, -14.902, -6.161], [14.259, -14.127, -7.603], [14.824, -15.816, -7.538], [9.929, -14.589, -10.040], [8.725, -14.520, -9.091], [8.822, -14.767, -7.893], [7.601, -14.192, -9.551], [10.190, -13.732, -10.662], [9.754, -15.420, -10.724], [10.823, -14.927, -9.517], [5.921, -17.614, -4.314], [7.269, -16.901, -4.556], [8.286, -16.996, -3.840], [7.314, -16.164, -5.540], [5.529, -17.425, -3.314], [6.020, -18.699, -4.355], [5.177, -17.438, -5.091], [9.862, -20.752, -7.077], [9.989, -19.295, -6.668], [9.443, -18.405, -7.330], [10.564, -18.969, -5.627], [9.211, -21.260, -6.365], [10.840, -21.210, -7.223], [9.357, -20.782, -8.042], [9.338, -14.036, -4.663], [9.750, -13.174, -4.612], [8.402, -13.851, -4.747]],
  "molar_mass_g_mol": 400.855,
  "charge": -2,
  "spin_multiplicity": 2,
  "s_squared": 0.75
}

[2]
{
  "formula": "C10H18As2NO4Rh",
  "method": "wB97M-V/def2-TZVPD",
  "species": ["Rh", "C", "As", "C", "C", "C", "C", "C", "C", "C", "As", "C", "C", "H", "H", "H", "H", "H", "H", "H", "H", "H", "H", "H", "H", "H", "H", "H", "H", "O", "N", "O", "O", "O", "H", "H"],
  "positions_angstrom": [[0.290, 0.340, 0.172], [-0.262, -0.808, 3.821], [0.379, 0.598, 2.677], [2.053, 1.175, 3.426], [-0.837, 2.086, 2.861], [-1.390, 2.295, 4.122], [-2.199, 3.397, 4.357], [-2.462, 4.297, 3.333], [-1.930, 4.087, 2.068], [-1.118, 2.983, 1.820], [-0.469, 2.760, 0.012], [0.787, 4.175, -0.329], [-1.968, 3.091, -1.149], [-0.127, -0.498, 4.855], [0.329, -1.702, 3.637], [-1.311, -1.007, 3.621], [1.860, 1.413, 4.470], [2.405, 2.051, 2.890], [2.786, 0.375, 3.350], [-1.190, 1.609, 4.935], [-2.620, 3.554, 5.340], [-3.087, 5.160, 3.515], [-2.152, 4.797, 1.282], [0.224, 5.105, -0.295], [1.227, 4.040, -1.314], [1.564, 4.166, 0.429], [-2.412, 4.045, -0.874], [-2.701, 2.296, -1.049], [-1.605, 3.139, -2.173], [2.296, 1.393, 0.262], [2.784, 0.545, -0.576], [3.880, 0.546, -0.968], [1.900, -0.349, -0.943], [-1.776, -0.521, -0.240], [-2.404, -0.851, 0.416], [-1.879, -1.080, -1.026]],
  "molar_mass_g_mol": 469.007,
  "charge": 2,
  "spin_multiplicity": 5,
  "s_squared": 6.01
}

[3]
{
  "formula": "C10H18Br27N2O3P3S",
  "method": "wB97M-V/def2-TZVPD",
  "species": ["N", "P", "O", "P", "N", "P", "S", "C", "O", "O", "H", "H", "H", "H", "H", "H", "H", "H", "H", "C", "Br", "Br", "Br", "H", "C", "Br", "Br", "Br", "H", "C", "Br", "Br", "Br", "H", "C", "Br", "Br", "Br", "H", "C", "Br", "Br", "Br", "H", "C", "Br", "Br", "Br", "H", "C", "Br", "Br", "Br", "H", "C", "Br", "Br", "Br", "H", "C", "Br", "Br", "Br", "H"],
  "positions_angstrom": [[0.720, -0.978, 2.058], [-0.427, 0.059, 1.307], [-0.411, -0.423, -0.293], [-2.413, -0.443, 2.326], [-3.282, -0.082, 0.792], [-2.616, 1.800, 3.034], [-4.429, 2.630, 2.888], [-2.274, -2.334, 2.023], [-1.478, -2.780, 1.154], [-2.998, -3.045, 2.780], [0.275, -1.867, 2.298], [0.988, -0.500, 2.907], [-0.350, 0.387, -0.806], [-1.670, -0.646, 3.600], [-3.649, -0.644, 3.049], [-3.340, 0.908, 0.580], [-4.219, -0.455, 0.868], [-2.265, 1.828, 4.402], [-1.638, 2.609, 2.413], [2.224, -2.551, -1.758], [3.068, -0.908, -1.230], [3.461, -3.723, -2.701], [1.376, -3.395, -0.277], [1.448, -2.294, -2.466], [-8.419, 1.648, 3.580], [-10.154, 1.419, 4.415], [-7.947, 3.511, 3.465], [-7.071, 0.602, 4.437], [-8.511, 1.286, 2.568], [-4.160, 6.351, 0.653], [-3.474, 4.631, 0.181], [-4.847, 6.377, 2.448], [-2.858, 7.761, 0.401], [-4.979, 6.558, -0.017], [1.278, 0.621, -4.808], [1.608, -1.211, -5.293], [0.499, 0.742, -3.064], [2.882, 1.679, -4.937], [0.567, 1.012, -5.519], [1.256, -6.441, 2.880], [-0.011, -5.007, 2.715], [1.614, -7.302, 1.184], [2.899, -5.865, 3.720], [0.832, -7.197, 3.523], [6.329, -0.018, -7.068], [7.099, 1.644, -6.462], [7.659, -1.155, -7.877], [5.376, -0.906, -5.669], [5.616, 0.230, -7.839], [8.326, 1.867, -2.413], [6.872, 0.627, -2.301], [8.323, 3.112, -0.945], [10.024, 0.968, -2.573], [8.189, 2.442, -3.317], [-0.216, 5.317, 4.528], [0.809, 4.096, 3.454], [-2.076, 5.328, 4.034], [0.020, 4.965, 6.415], [0.176, 6.305, 4.346], [0.187, -5.802, -3.524], [0.248, -6.664, -5.253], [-0.768, -4.142, -3.591], [-0.511, -6.969, -2.171], [1.207, -5.570, -3.251]],
  "molar_mass_g_mol": 2496.662,
  "charge": -2
}

[4]
{
  "formula": "C10H18Br6O4S2",
  "method": "wB97M-V/def2-TZVPD",
  "species": ["C", "Br", "Br", "Br", "H", "C", "Br", "Br", "Br", "H", "C", "C", "C", "S", "O", "O", "C", "H", "H", "H", "H", "H", "H", "H", "H", "C", "C", "C", "S", "O", "O", "C", "H", "H", "H", "H", "H", "H", "H", "H"],
  "positions_angstrom": [[2.775, -0.606, 2.759], [0.952, -1.279, 3.390], [4.029, -2.168, 2.406], [3.704, 0.706, 3.967], [2.492, -0.096, 1.838], [0.215, -0.115, -0.250], [1.936, -0.648, 0.542], [-1.056, -1.506, 0.092], [0.256, 0.333, -2.138], [-0.178, 0.772, 0.247], [1.918, 3.758, -0.271], [1.888, 2.184, -0.157], [3.268, 1.703, 0.365], [4.151, 3.105, 1.132], [5.149, 3.708, 0.212], [4.424, 2.868, 2.574], [2.635, 4.261, 0.999], [1.006, 4.285, -0.552], [2.410, 3.974, -1.219], [1.622, 1.524, -0.982], [1.184, 1.824, 0.593], [3.840, 1.351, -0.494], [3.116, 1.165, 1.301], [2.967, 5.292, 1.120], [2.107, 4.126, 1.943], [-2.852, -2.429, -0.383], [-2.665, -2.202, -1.902], [-4.153, -2.122, -2.466], [-5.005, -3.557, -1.752], [-4.564, -4.853, -2.324], [-6.402, -3.284, -1.620], [-4.036, -3.298, -0.125], [-3.083, -1.422, -0.038], [-1.943, -2.708, 0.149], [-1.989, -2.984, -2.248], [-2.298, -1.182, -2.015], [-4.416, -2.275, -3.513], [-4.691, -1.235, -2.132], [-3.978, -4.223, 0.448], [-4.735, -2.745, 0.502]],
  "molar_mass_g_mol": 745.808
}

[5]
{
  "formula": "C10H18Cl2N2Os",
  "method": "wB97M-V/def2-TZVPD",
  "species": ["Os", "Cl", "Cl", "C", "H", "H", "C", "C", "H", "C", "H", "C", "H", "H", "C", "H", "H", "C", "H", "H", "H", "H", "C", "N", "C", "C", "N", "H", "H", "H", "H", "H", "H"],
  "positions_angstrom": [[-1.349, 1.984, 1.067], [0.074, 3.413, -0.198], [0.239, 2.482, 2.746], [2.236, -0.482, -0.835], [3.210, -0.741, -0.356], [1.634, 0.234, -0.293], [-1.396, 1.112, -0.524], [1.510, -0.880, -1.871], [-0.910, 0.086, -0.383], [1.486, -0.190, -3.243], [0.663, -1.619, -1.744], [0.925, 1.263, -3.231], [2.484, -0.186, -3.734], [0.824, -0.740, -3.933], [-0.572, 1.522, -3.165], [1.454, 1.863, -2.499], [1.269, 1.682, -4.200], [-1.582, 1.360, -1.960], [-0.719, 2.545, -3.521], [-0.978, 0.967, -4.017], [-2.234, 2.233, -2.016], [-2.102, 0.445, -2.278], [0.761, -2.026, 3.946], [-0.485, -1.555, 3.335], [-1.765, -1.899, 3.975], [-0.532, -0.623, 2.441], [-1.132, 0.154, 1.780], [0.452, -2.703, 4.729], [1.321, -1.186, 4.383], [1.393, -2.561, 3.215], [-2.183, -1.010, 4.470], [-2.473, -2.282, 3.217], [-1.524, -2.662, 4.698]],
  "molar_mass_g_mol": 427.404,
  "spin_multiplicity": 5,
  "s_squared": 6.03
}

[6]
{
  "formula": "C10H18Cl3GeI2NO5Tc",
  "method": "wB97M-V/def2-TZVPD",
  "species": ["Tc", "O", "C", "C", "N", "C", "C", "O", "O", "C", "C", "O", "O", "H", "H", "H", "H", "H", "H", "H", "H", "H", "C", "C", "C", "C", "H", "H", "H", "H", "H", "H", "H", "H", "H", "Cl", "Ge", "Cl", "Cl", "I", "I"],
  "positions_angstrom": [[-0.828, 0.557, -0.040], [0.575, 1.360, -1.533], [0.751, 0.459, -2.655], [-0.538, -0.306, -2.890], [-1.003, -0.896, -1.606], [-0.200, -2.077, -1.212], [1.010, -1.639, -0.413], [2.007, -2.294, -0.319], [0.838, -0.473, 0.221], [-2.456, -1.225, -1.595], [-2.990, -1.150, -0.167], [-3.765, -1.904, 0.305], [-2.469, -0.074, 0.568], [0.418, 2.275, -1.843], [1.592, -0.185, -2.405], [1.016, 1.034, -3.541], [-0.391, -1.086, -3.641], [-1.316, 0.370, -3.243], [0.107, -2.662, -2.080], [-0.804, -2.717, -0.565], [-2.647, -2.213, -2.010], [-2.992, -0.482, -2.186], [0.099, 0.233, 3.212], [0.836, 1.335, 2.461], [1.067, 2.570, 3.358], [0.150, 1.770, 1.222], [0.635, -0.010, 4.130], [0.024, -0.686, 2.631], [-0.905, 0.564, 3.491], [1.823, 0.979, 2.132], [0.119, 2.983, 3.706], [1.622, 3.351, 2.839], [1.645, 2.261, 4.229], [0.529, 2.682, 0.759], [-1.027, 1.800, 1.335], [-3.311, 3.444, 0.329], [-2.178, 2.446, -1.168], [-0.841, 3.957, -1.992], [-3.524, 1.986, -2.766], [3.587, -1.448, 2.237], [4.320, -0.331, 4.534]],
  "molar_mass_g_mol": 763.033,
  "charge": 1
}

Going through the records in order, we get E_tot values of -1249.78566; -5328.83079; -71647.61410; -16932.77500; -1512.08893; -4956.36083 Eh.